Model w:
DFT (ωB97M-V/def2-TZVPD) results for a 2-piece molecular cluster, C5H6S overall.

Calculated values
* frontier orbital gap: 8.025 eV
* LUMO level: -0.0340 Eh
* HOMO: -0.329 Eh

```
12
Properties=species:S:1:pos:R:3:nbo_charge:R:1
C -0.1896 -0.5666 -0.5141 -0.372
S 1.7146 1.1725 0.4637 0.041
H -0.6911 -2.7311 -0.9884 0.242
H -3.4443 1.9906 -0.0825 0.332
H 0.1247 -0.5130 1.6572 0.223
H 0.2621 -0.4024 -1.5736 0.271
C -2.7431 0.7571 -0.4179 -0.259
C 0.4463 0.0517 0.6748 -0.210
H 0.3323 -2.3767 0.8636 0.206
H 1.0479 -2.3209 -0.9516 0.218
C 0.0676 -2.1314 -0.4036 -0.592
C -1.7587 -0.1784 -0.3964 -0.100
```

---

Model x:
DFT (ωB97M-V/def2-TZVPD) results for one molecule with the formula C5H6S.

Calculated values
* frontier orbital gap: 7.603 eV
* LUMO level: -0.0402 Eh
* HOMO: -0.320 Eh
* structure (SMILES): C=CC(=S)C=C

```
12
Properties=species:S:1:pos:R:3:nbo_charge:R:1
S -1.3246 -0.8125 1.4818 0.014
H 1.4147 -0.9338 2.3264 0.209
C 1.8574 -0.7723 1.3827 -0.271
H 2.9361 -0.8364 1.2941 0.199
H 0.0617 0.6066 -1.6187 0.200
C -0.3229 -0.2433 0.3160 -0.139
H -2.0343 1.5550 -2.1263 0.202
H -2.7888 0.6967 -0.6381 0.212
C -1.9179 0.9224 -1.2270 -0.266
H 1.6798 -0.2056 -0.5873 0.204
C -0.7038 0.4498 -0.9210 -0.284
C 1.1426 -0.4267 0.3174 -0.281
```

---

Model y:
DFT (ωB97M-V/def2-TZVPD) results for one molecule with the formula C5H6S.

Calculated values
* frontier orbital gap: 8.876 eV
* LUMO level: 0.0285 Eh
* HOMO: -0.298 Eh
* structure (SMILES): C1=CCSC=C1

```
12
Properties=species:S:1:pos:R:3:nbo_charge:R:1
H 1.6232 -1.0201 -1.8924 0.213
H 1.2181 -0.6043 2.3678 0.224
S -1.3284 0.5378 -0.2005 0.284
H 0.6151 1.5399 -1.1075 0.217
C 0.6804 -0.4522 1.4018 -0.284
C 1.3736 -0.9969 0.2293 -0.212
H 2.1768 -1.6894 0.4054 0.211
H -0.2345 0.5836 -2.3239 0.233
H -1.0268 0.5719 2.1308 0.224
C -0.4767 0.1599 1.2718 -0.346
C 1.0899 -0.6150 -1.0376 -0.193
C 0.1464 0.5730 -1.2607 -0.570
```

---

Model z:
DFT (ωB97M-V/def2-TZVPD) results for one molecule with the formula C5H6S.

Calculated values
* frontier orbital gap (alpha / beta): 7.035 / 7.027 eV
* LUMO level (alpha / beta): -0.0643 / -0.0645 Eh
* HOMO (alpha / beta): -0.323 / -0.323 Eh

```
12
Properties=species:S:1:pos:R:3:nbo_charge:R:1
H -2.0768 -2.2415 0.7697 0.234
C 0.2901 0.0150 0.2461 -0.414
H 0.6054 1.9099 -1.0908 0.222
C 0.2902 1.5309 -0.0874 -0.575
H -0.4678 -1.2076 -1.4588 0.193
H 0.0890 -0.1976 1.2376 0.217
C -1.8251 -1.3245 0.3531 -0.240
C -0.7566 -0.7197 -0.5447 -0.286
C -2.0817 -0.2056 -0.2703 0.092
H 0.8987 2.0347 0.6063 0.238
H 1.1382 -0.3732 -0.1050 0.212
S -1.3354 2.2399 0.1055 0.107
```

---

Verdict on stability: model y comes out on top.

---

Model w:
DFT (ωB97M-V/def2-TZVPD) results for one molecule with the formula CH3NS3.

Calculated values
* frontier orbital gap: 7.670 eV
* LUMO level: -0.0111 Eh
* HOMO: -0.293 Eh

```
8
Properties=species:S:1:pos:R:3:nbo_charge:R:1
N -0.7534 1.2434 -0.8996 -0.924
S -1.7457 0.0289 -1.1153 0.534
S -0.2735 -1.5874 0.3358 0.146
S 2.1489 0.0962 1.1278 0.220
H 2.5373 -1.0162 1.8054 0.090
C 0.7050 -0.3420 0.4461 -0.523
H -0.1229 1.3241 -1.6902 0.360
H -2.4956 0.2531 -0.0101 0.096
```

---

Model x:
DFT (ωB97M-V/def2-TZVPD) results for one molecule with the formula CH3NS3.

Calculated values
* frontier orbital gap: 8.912 eV
* LUMO level: 0.0012 Eh
* HOMO: -0.326 Eh
* structure (SMILES): S=C(S)NS

```
8
Properties=species:S:1:pos:R:3:nbo_charge:R:1
S -0.9591 2.1347 0.2131 0.134
N 0.1430 0.7637 0.5002 -0.725
H 0.4926 0.9724 1.4144 0.419
H 1.4953 -2.4283 -0.5701 0.156
S -1.1868 -0.9339 -1.0587 -0.027
H -1.2641 1.6859 -1.1023 0.166
C -0.1066 -0.4559 0.0188 -0.005
S 1.3856 -1.7387 0.5845 -0.117
```

---

Model y:
DFT (ωB97M-V/def2-TZVPD) results for a 2-piece molecular cluster, CH3NS3 overall.

Calculated values
* frontier orbital gap: 9.244 eV
* LUMO level: 0.0181 Eh
* HOMO: -0.322 Eh
* structure (SMILES): S=C=NS.S

```
8
Properties=species:S:1:pos:R:3:nbo_charge:R:1
H -1.4657 -0.5727 -0.4683 0.178
S -0.5211 2.0375 1.4297 -0.024
C 0.2880 0.6883 1.3808 0.231
S 1.3986 -1.6992 0.4119 0.310
S -1.0555 -0.0788 -1.8017 -0.345
H -0.5720 1.1794 -1.3279 0.175
H 1.1858 -1.1348 -0.7666 0.132
N 0.7419 -0.4197 1.1422 -0.657
```

---

Model z:
DFT (ωB97M-V/def2-TZVPD) results for one molecule with the formula CH3NS3.

Calculated values
* frontier orbital gap: 8.946 eV
* LUMO level: -0.0002 Eh
* HOMO: -0.329 Eh
* structure (SMILES): S=CNSS

```
8
Properties=species:S:1:pos:R:3:nbo_charge:R:1
H 1.1649 0.6285 -1.5272 0.192
H 0.2326 0.0304 1.2250 0.412
N 0.2372 0.4339 0.2549 -0.781
S -1.2667 0.8868 -0.3017 0.323
S -2.2856 -0.8319 -0.1818 -0.120
S 2.7471 -0.3754 0.0056 -0.057
C 1.3537 0.2130 -0.5900 -0.080
H -2.1832 -0.9855 1.1153 0.110
```

---

Verdict on stability: model z comes out on top.

---

Model w:
DFT (ωB97M-V/def2-TZVPD) results for a 2-piece molecular cluster, C2H8N2O3 overall.

Calculated values
* frontier orbital gap: 10.760 eV
* LUMO level: 0.0142 Eh
* HOMO: -0.381 Eh
* structure (SMILES): NC(=O)O.NCO

```
15
Properties=species:S:1:pos:R:3:nbo_charge:R:1
H -0.3333 -0.4082 1.8216 0.149
H 0.5189 0.2262 -1.5169 0.415
C 0.6732 -0.1974 1.8592 0.082
H -2.8748 -0.1658 -1.4756 0.475
O -2.6539 0.5784 -2.0558 -0.695
H 2.3694 -1.2690 1.4743 0.358
N -0.4357 -0.1315 -1.5350 -0.859
C -1.2635 0.6847 -2.2722 0.881
H 1.1713 -1.7496 0.5842 0.360
O -0.8842 1.5264 -3.0827 -0.604
H 0.9447 0.1091 2.8425 0.165
H -0.6600 -0.3555 -0.5721 0.385
O 0.9387 0.8895 0.9449 -0.761
H 1.1579 1.6702 1.4684 0.479
N 1.3313 -1.4074 1.5152 -0.828
```

---

Model x:
DFT (ωB97M-V/def2-TZVPD) results for a 3-piece molecular cluster, C2H8N2O3 overall.

Calculated values
* frontier orbital gap: 9.162 eV
* LUMO level: -0.0107 Eh
* HOMO: -0.347 Eh
* structure (SMILES): O=C=CO.NO.N

```
15
Properties=species:S:1:pos:R:3:nbo_charge:R:1
H -1.4054 -1.5961 0.2883 0.487
O -1.8042 -0.9597 -0.3245 -0.687
O -3.4375 1.4454 1.4977 -0.408
N -0.3984 1.5115 -0.6329 -0.436
H -0.3795 1.0186 -1.3751 0.316
H 0.9009 0.5398 0.7091 0.453
H -3.8119 -0.5391 -0.4232 0.220
O 0.8786 1.1803 0.0031 -0.637
H 3.7694 -0.9647 0.7028 0.353
C -2.9244 -0.4421 0.1563 -0.222
H -1.1126 0.9866 0.0262 0.306
H 5.0594 -0.7920 -0.3532 0.359
N 4.1262 -1.2197 -0.2004 -1.067
C -3.0052 0.6509 0.7934 0.607
H 3.5447 -0.8197 -0.8675 0.355
```

---

Verdict on stability: model w comes out on top.

---

Model w:
DFT (ωB97M-V/def2-TZVPD) results for a 3-piece molecular cluster, C3H12NO2 overall.

Calculated values
* frontier orbital gap: 11.079 eV
* LUMO level: -0.1637 Eh
* total charge: +1
* HOMO: -0.571 Eh

```
18
Properties=species:S:1:pos:R:3:nbo_charge:R:1
H 1.1052 0.6622 -2.0471 0.242
H 1.2948 1.5898 -0.5672 0.225
H -1.9815 -0.3109 -0.2113 0.517
N 0.9415 -0.7718 0.6152 -0.401
O -2.8498 1.4475 0.1330 -0.971
H -1.9243 -1.6611 -0.9675 0.506
C 1.7131 0.7708 -1.1500 -0.634
H -0.3181 -0.4169 2.1870 0.217
H -3.7907 1.6475 0.2373 0.495
C 1.9491 -0.5465 -0.4292 -0.233
H 1.8130 -1.3635 -1.1318 0.242
H 1.4369 -0.0015 2.4980 0.214
H 2.9327 -0.6016 0.0302 0.230
C 0.6986 -0.4043 1.8059 0.115
H -2.4474 2.3127 0.2192 0.486
O -1.4030 -0.8800 -0.7391 -0.962
H -0.0242 -0.8821 0.1693 0.461
H 2.6754 1.1213 -1.5302 0.251
```

---

Model x:
DFT (ωB97M-V/def2-TZVPD) results for a 2-piece molecular cluster, C3H12NO2 overall.

Calculated values
* frontier orbital gap: 11.517 eV
* LUMO level: -0.1219 Eh
* total charge: +1
* HOMO: -0.545 Eh

```
18
Properties=species:S:1:pos:R:3:nbo_charge:R:1
H -1.0753 -0.2873 2.1914 0.230
O -0.0391 0.3640 -2.1457 -0.731
H 0.1807 1.0541 -2.7743 0.496
H 3.5671 -0.7265 -0.0023 0.488
H 2.6997 -1.5856 0.9000 0.477
H 1.2228 0.8631 -0.5543 0.231
C -0.4619 -0.1868 0.0690 -0.039
H 0.1717 0.8936 1.8257 0.236
H -0.2202 1.8638 -0.7033 0.181
H 0.5918 -0.7573 1.8812 0.253
N -1.9625 -0.0429 -0.2150 -0.684
C 0.1775 0.8499 -0.8194 -0.102
H -2.4047 0.8052 0.1038 0.431
C -0.2068 -0.0879 1.5649 -0.644
H -2.5893 -0.8026 0.0445 0.439
H -2.0454 -0.0235 -1.2458 0.455
H -0.2590 -1.1902 -0.2535 0.242
O 2.6528 -1.0031 0.1330 -0.960
```

---

Verdict on stability: model x comes out on top.